# 1
C10H16 | ωB97M-V with the def2-TZVPD basis set

Each line ends with the natural charge from an NBO analysis.
CARTESIAN COORDINATES (ANGSTROEM)
H1 -2.404 -1.839 0.357  0.212
H2 1.890 -2.109 -1.372  0.205
H3 2.600 -1.838 2.228  0.202
H4 -0.976 2.883 0.190  0.214
C1 -2.222 -0.095 -0.878  -0.228
C2 -1.355 1.161 1.409  -0.193
C3 -1.301 1.857 0.197  -0.235
H5 1.928 -0.170 2.405  0.207
C4 -1.719 -0.178 1.485  -0.234
H6 -0.445 2.329 -2.316  0.220
C5 2.492 -1.448 -0.743  -0.610
C6 2.416 -0.881 1.740  -0.607
H7 2.828 -0.597 -1.334  0.204
H8 3.380 -2.022 -0.470  0.199
C7 1.606 -1.046 0.456  -0.401
H9 -1.591 -0.645 2.450  0.219
C8 -1.425 1.844 -2.294  -0.640
C9 -2.201 -0.773 0.315  -0.199
H10 -2.255 2.503 -2.539  0.222
H11 1.105 -0.104 0.223  0.205
C10 -1.647 1.173 -0.953  0.008
H12 -2.578 -0.536 -1.799  0.214
H13 3.417 -0.516 1.493  0.199
H14 0.818 -1.792 0.558  0.197
H15 -1.080 1.703 2.308  0.206
H16 -1.281 1.137 -3.118  0.215

Summary:
Relative energy (zero: lowest compared OMol25 entry of this formula, charge and spin) = 49.6 kJ/mol
Charge = 0
HOMO energy = -9.062 eV
LUMO = 0.97 eV
Total energy = -10629.2292 eV

# 2
C6H7NO2 | ωB97M-V with the def2-TZVPD basis set

Each line ends with the natural charge from an NBO analysis.
CARTESIAN COORDINATES (ANGSTROEM)
C1 1.016 -1.912 0.417  -0.084
N1 0.734 1.928 0.279  -0.542
H1 1.933 -2.084 1.007  0.209
H2 -1.118 -0.621 1.554  0.225
O1 -1.467 0.749 -2.005  -0.533
C2 0.869 0.712 -0.739  -0.206
C3 -0.495 0.029 0.984  -0.247
C4 -0.711 0.956 -1.044  0.588
H3 0.664 2.770 -0.386  0.352
H4 -1.630 1.843 0.895  0.238
H5 -0.743 -2.468 1.031  0.461
C5 -0.703 1.379 0.499  -0.200
H6 1.156 -2.247 -0.657  0.167
O2 0.203 -2.725 1.201  -0.695
C6 0.540 -0.421 0.317  0.024
H7 1.627 0.658 -1.561  0.244

Summary:
Relative energy (zero: lowest compared OMol25 entry of this formula, charge and spin) = 378.6 kJ/mol
Charge = 0
HOMO energy = -9.640 eV
LUMO = 0.72 eV
Total energy = -11916.5073 eV

# 3
C10H19P | ωB97M-V with the def2-TZVPD basis set

Each line ends with the natural charge from an NBO analysis.
CARTESIAN COORDINATES (ANGSTROEM)
C1 -0.022 0.887 0.034  -0.237
H1 0.848 -1.583 -4.286  0.232
H2 -0.283 -0.408 3.374  0.218
H3 0.704 -2.535 -2.932  0.229
H4 -0.126 -1.528 1.937  0.202
C2 -0.775 0.543 1.345  -0.024
H5 -0.125 -1.353 -0.540  0.224
C3 -1.109 1.784 2.185  -0.609
H6 0.662 0.686 -3.026  -0.059
H7 -1.361 2.618 1.604  0.209
C4 2.254 0.590 -0.104  -0.140
H8 3.377 0.774 0.184  0.199
H9 2.531 -0.664 -1.734  0.223
H10 -2.359 -1.071 1.432  0.214
H11 1.562 2.174 0.978  0.216
C5 1.864 -0.626 -0.843  -0.481
C6 0.209 -1.749 -3.443  -0.931
H12 -2.184 -0.211 -0.207  0.214
H13 2.010 -1.531 -0.299  0.216
H14 -0.258 1.994 2.908  0.204
C7 1.342 1.444 0.274  -0.233
H15 1.138 -0.332 2.094  0.220
H16 -3.011 0.569 1.172  0.207
C8 -2.142 -0.106 0.952  -0.624
H17 -0.665 1.370 -0.671  0.214
C9 0.327 -0.462 -0.878  -0.461
H18 -0.708 -2.075 -3.927  0.231
P1 -0.280 -0.150 -2.605  0.547
H19 -1.988 1.526 2.701  0.209
C10 0.052 -0.513 2.289  -0.628

Summary:
Relative energy (zero: lowest compared OMol25 entry of this formula, charge and spin) = 36.7 kJ/mol
Charge = 0
HOMO energy = -8.499 eV
LUMO = 0.90 eV
Total energy = -19964.6602 eV

# 4
C4H5N3 | ωB97M-V with the def2-TZVPD basis set

Each line ends with the natural charge from an NBO analysis.
CARTESIAN COORDINATES (ANGSTROEM)
N1 -0.148 0.340 -0.740  -0.396
H1 -1.805 0.591 -1.966  0.166
C1 0.362 -0.450 0.357  -0.193
C2 0.592 -0.865 -1.061  -0.210
N2 -2.348 0.167 0.025  -0.659
C3 1.443 0.133 1.133  0.273
C4 -1.539 0.358 -0.929  0.273
H2 -3.307 0.282 -0.298  0.352
H3 -0.370 -1.008 0.935  0.264
H4 1.567 -0.715 -1.516  0.221
N3 2.316 0.570 1.752  -0.297
H5 0.032 -1.736 -1.402  0.208

Summary:
Relative energy (zero: lowest compared OMol25 entry of this formula, charge and spin) = 232.2 kJ/mol
Charge = 0
HOMO energy = -10.378 eV
LUMO = 0.74 eV
Total energy = -8697.4056 eV

# 5
C3H4N2O2 | ωB97M-V with the def2-TZVPD basis set

Each line ends with the natural charge from an NBO analysis.
CARTESIAN COORDINATES (ANGSTROEM)
H1 -0.841 -0.705 -2.000  0.206
H2 1.604 1.467 0.625  0.176
C1 -0.182 -0.448 -1.182  0.079
N1 0.180 -0.079 1.170  -0.653
H3 -0.495 0.242 1.851  0.391
O1 -0.373 1.897 0.009  -0.416
N2 0.418 0.776 -1.082  -0.134
C2 -0.331 -1.034 0.300  0.260
O2 0.578 -1.540 -0.591  -0.448
C3 0.636 1.063 0.336  0.337
H4 -1.192 -1.639 0.563  0.202

Summary:
Relative energy (zero: lowest compared OMol25 entry of this formula, charge and spin) = 588.9 kJ/mol
Charge = 0
HOMO energy = -9.150 eV
LUMO = -0.58 eV
Total energy = -10246.1615 eV

# 6
C4H3NO2 | ωB97M-V with the def2-TZVPD basis set

Each line ends with the natural charge from an NBO analysis.
CARTESIAN COORDINATES (ANGSTROEM)
C1 1.303 -0.168 0.198  0.398
O1 0.232 2.025 0.096  -0.658
H1 -1.976 0.204 -0.112  0.221
C2 0.070 0.672 0.166  0.198
H2 -0.941 -2.324 -0.154  0.428
H3 -0.375 2.545 -0.382  0.493
C3 0.802 -1.636 0.164  0.035
N1 -0.505 -1.450 0.002  -0.563
O2 2.398 0.279 -0.042  -0.416
C4 -1.010 -0.148 0.064  -0.135

Summary:
Relative energy (zero: lowest compared OMol25 entry of this formula, charge and spin) = 390.1 kJ/mol
Charge = 0
HOMO energy = -8.848 eV
LUMO = -1.13 eV
Total energy = -9777.6438 eV

# 7
C15H14N8O4 | ωB97M-V with the def2-TZVPD basis set

Each line ends with the natural charge from an NBO analysis.
CARTESIAN COORDINATES (ANGSTROEM)
C1 1.895 -1.511 1.830  -0.254
H1 -1.587 -2.769 2.976  0.226
H2 -4.024 -0.568 4.028  0.273
C2 -1.435 -0.087 2.145  0.472
H3 -3.283 0.914 2.139  0.255
C3 1.888 1.339 1.857  -0.221
O1 -6.506 2.413 3.810  -0.377
C4 -4.204 2.520 5.469  -0.080
C5 -2.079 1.400 5.974  0.317
H4 1.870 -2.595 1.808  0.222
N1 -0.622 1.020 2.022  -0.350
C6 -3.610 0.416 4.335  0.127
H5 -1.799 -2.798 1.219  0.216
N2 -0.540 -0.121 5.838  -0.020
C7 -1.078 -2.575 2.023  -0.408
H6 -3.287 -0.995 2.371  0.233
C8 0.709 0.608 1.896  0.108
O2 -5.891 0.424 3.084  -0.422
N3 -0.862 1.050 6.440  -0.277
N4 -2.633 3.679 6.970  0.509
C9 -2.792 -0.020 2.462  -0.647
H7 -0.188 -3.207 1.918  0.223
H8 -4.901 3.348 5.543  0.291
N5 -5.716 1.449 3.800  0.509
N6 -0.625 -1.197 1.995  -0.362
C10 3.092 -0.785 1.786  -0.205
H9 4.060 -1.293 1.731  0.225
C11 0.705 -0.788 1.883  0.199
O3 -3.459 4.624 6.947  -0.405
C12 -3.019 2.483 6.213  -0.075
C13 -4.514 1.459 4.589  -0.123
H10 4.054 1.134 1.746  0.225
N7 -2.446 0.427 5.057  -0.228
C14 3.094 0.620 1.797  -0.208
H11 -0.215 3.029 2.055  0.228
H12 -1.667 2.524 3.010  0.213
C15 -1.097 2.383 2.080  -0.404
N8 -1.450 -0.503 4.981  -0.102
H13 -1.780 2.622 1.248  0.218
O4 -1.548 3.755 7.568  -0.344
H14 1.854 2.422 1.855  0.222

Summary:
Relative energy (zero: lowest compared OMol25 entry of this formula, charge and spin) = 50.3 kJ/mol
Charge = 0
HOMO energy = -7.824 eV
LUMO = -1.34 eV
Total energy = -35884.1608 eV